(1)
This record from OMol25 describes 2 unconnected molecules or ions with the total composition C4H10N2P in a non-equilibrium geometry. The level of theory is the ωB97M-V functional and the def2-TZVPD basis.

Geometry (Å):
H1 2.589068 -1.264432 2.252069
H2 1.806365 -2.608326 0.795452
C1 -2.507602 1.257629 -0.874533
H3 -1.807383 1.607903 -1.733314
H4 -2.712765 2.076470 -0.253549
H5 -1.512181 -1.466317 1.145119
N1 -2.014218 0.247576 -0.089076
P1 1.294512 -1.561237 1.373436
H6 1.401903 1.830406 -0.022661
C2 1.892421 0.339275 -1.193493
C3 -1.548095 -0.486108 0.629846
H7 -3.423649 0.926371 -1.259046
N2 0.776305 -0.238090 0.717177
C4 1.371221 0.731611 -0.083494
H8 2.412673 1.135689 -1.867774
H9 0.060278 -1.804451 1.963532
H10 1.921149 -0.723972 -1.499690

Cartesian forces, eV/Å:
-2.33 -0.69 -0.83
0.57 -2.59 -1.68
1.34 1.37 -2.66
-0.99 -0.93 1.63
-0.18 1.33 0.91
-0.01 1.19 -0.17
0.07 0.46 -0.15
1.51 4.53 2.61
-0.65 -0.55 1.48
2.76 0.43 -4.29
1.40 -2.57 1.01
-1.35 -0.37 -0.90
-1.42 0.59 0.83
-0.38 0.18 0.24
-1.03 -1.80 1.09
0.63 -1.36 0.85
0.05 0.76 0.05

Net charge ... +1
ΔE to the lowest compared entry with this formula, charge and spin ... 113.77 kcal/mol
LUMO energy ... -3.697 eV
Max |F| ... 0.1059 hartree/bohr
Gap between HOMO and LUMO ... 8.6 eV

(2)
This record from OMol25 describes 10 unconnected molecules or ions with the total composition C12H47N3O10 in a non-equilibrium geometry. The level of theory is the ωB97M-V functional and the def2-TZVPD basis.

Geometry (Å):
C1 -2.148435 3.764785 -3.289592
H1 1.331417 2.478027 -2.284946
C2 0.016334 2.003724 -4.998251
H2 -0.838049 -0.461716 -1.173525
N1 0.461377 -2.714697 1.141296
C3 1.451435 -4.204265 2.766490
H3 0.523931 -4.533951 3.237550
H4 1.218176 -0.663816 2.849864
H5 1.290693 3.369136 -5.267310
H6 -0.398001 2.579890 0.699479
H7 -1.528508 4.558734 -3.702158
H8 -0.003343 4.302204 4.712120
O1 -2.252628 2.692899 -4.311666
H9 1.674980 -1.809422 4.108383
H10 -2.461822 -1.629688 2.161971
H11 4.096374 -0.132540 -0.228071
H12 -3.156443 4.149164 -3.140109
H13 2.206800 -3.030427 -1.652259
H14 -0.824505 1.606541 -3.155584
O2 2.025456 -5.111931 1.826289
H15 0.001310 -1.565645 3.479307
C4 -0.946812 1.749290 1.148858
H16 0.606308 -1.810628 0.703278
H17 2.047531 1.044163 -5.403035
H18 2.147479 -4.230363 3.608333
H19 -1.297379 1.552699 5.727248
H20 0.821695 -3.369812 0.458183
C5 -0.075585 2.417117 4.094611
C6 1.056085 -1.677815 3.220565
O3 -1.768532 2.262104 2.186204
H21 1.211910 -1.888252 -1.814183
H22 -0.812772 3.997349 2.763557
H23 0.635271 2.085814 3.335184
C7 1.200311 -6.277727 1.624057
O4 3.199049 -0.439501 -0.087151
H24 0.719071 0.013699 -5.606980
H25 0.143694 3.309187 5.966851
O5 -3.014069 -0.739222 -1.304185
H26 0.823550 -6.767457 2.524993
H27 -1.568258 0.717865 -4.549105
H28 0.285284 0.533576 -1.443354
O6 0.964948 2.089585 -1.483924
C8 1.374507 -2.743226 2.217458
H29 -3.090208 -0.955328 -0.369781
H30 1.265349 2.663375 -0.776633
O7 -1.291329 -2.468666 -3.313590
H31 2.923267 -0.787954 -0.942545
H32 -0.416263 2.169287 -5.987206
O8 -2.017611 -1.443433 1.332833
O9 2.093811 -2.177185 -2.075520
H33 -1.450187 -1.638241 -3.765585
H34 2.357555 -2.428097 1.857351
H35 -1.096797 0.390965 4.465621
N2 0.395848 3.416958 4.995142
H36 -3.912117 -0.782817 -1.638089
H37 0.090722 4.001101 -4.645270
H38 -1.161824 -1.889623 1.402878
N3 0.682508 3.196909 -4.472754
C9 -1.187926 3.077409 3.217610
H39 -2.023092 3.289471 3.886064
H40 -0.285042 0.995503 1.575140
H41 1.659366 -7.048338 1.007224
H42 0.233296 -6.022771 1.183576
C10 -1.292393 1.688926 -4.137601
H43 1.479979 0.573853 -4.001480
H44 -1.767802 3.256519 -2.404925
O10 0.103045 -0.410643 -1.353385
H45 -1.622275 1.387669 0.375073
C11 -0.606871 1.239875 4.942687
H46 -1.814451 -2.408479 -2.511375
H47 0.248259 0.805364 5.463825
C12 1.063323 0.832951 -4.976046

Cartesian forces, eV/Å:
-0.49 -1.60 -1.43
-0.12 0.14 -0.52
-0.74 -1.19 1.02
-0.37 -0.16 -0.11
-0.70 0.37 -1.39
1.21 1.00 0.93
-0.45 -0.10 -0.68
0.66 -0.11 -0.40
1.15 0.17 0.38
0.40 -0.02 -0.01
0.15 0.05 0.48
0.32 0.31 0.12
-0.12 0.60 1.09
-0.18 0.13 0.15
-0.12 0.04 0.09
0.13 0.04 0.06
0.05 -0.09 0.08
0.17 -0.16 -0.03
-0.97 -0.13 0.54
-1.32 -0.95 -0.32
-0.16 -0.80 0.36
-0.17 0.96 0.73
-0.11 0.24 -0.50
-0.25 0.93 -0.77
0.15 0.39 0.16
-0.06 0.44 -0.12
-0.36 -0.24 -0.26
-2.37 -0.89 -0.76
-0.59 0.63 0.86
-0.38 0.16 0.76
-0.44 0.43 -0.18
0.20 0.21 0.05
0.71 -0.18 0.56
-0.89 0.34 0.06
0.08 0.25 0.35
-0.18 -0.41 0.65
-0.08 -0.48 -0.09
0.02 0.00 -0.21
0.80 0.09 0.63
-0.88 0.05 0.39
0.41 0.19 0.14
0.12 0.43 -0.03
1.26 -0.92 0.94
0.31 -0.16 0.51
0.05 -0.10 0.24
0.08 -0.40 -0.18
-0.23 -0.38 -0.25
0.47 -0.06 -0.41
-0.68 0.47 -0.02
0.35 -0.13 0.00
0.05 0.18 0.05
0.46 -0.61 -0.01
0.07 0.30 -0.64
0.82 1.35 0.08
-0.09 0.07 -0.19
-0.60 0.06 0.58
0.32 -0.62 -0.19
0.33 0.44 -1.23
-0.30 -1.37 -0.28
-0.08 0.28 -0.09
0.11 -0.21 -0.58
0.47 0.44 -0.01
0.12 0.41 -0.60
3.18 0.13 -1.36
-1.17 -0.49 0.46
0.15 0.68 0.25
-0.24 -0.47 0.22
0.13 -0.42 0.20
0.51 -0.41 0.02
-0.16 0.20 0.18
0.10 -0.01 0.10
-0.05 0.72 -0.59

Net charge ... 0
ΔE to the lowest compared entry with this formula, charge and spin ... 43.60 kcal/mol
LUMO energy ... 0.513 eV
Max |F| ... 0.0673 hartree/bohr
Gap between HOMO and LUMO ... 9.5 eV
SMILES ... COC[C@H](C)N.COC[C@H](C)N.COC[C@H](C)N.O.O.O.O.O.O.O

(3)
This record from OMol25 describes 2 unconnected molecules or ions with the total composition C3H7NO in a non-equilibrium geometry. The level of theory is the ωB97M-V functional and the def2-TZVPD basis.

Geometry (Å):
H1 0.968529 2.839416 -3.024399
O1 2.818940 2.102359 -2.541442
H2 1.190974 0.988705 -0.781332
H3 0.059159 0.836624 -2.073128
H4 -0.434636 -0.597234 2.899170
H5 -2.169643 -0.969874 1.051221
C1 1.614728 2.126245 -2.491951
N1 0.877803 1.275290 -1.690158
C2 -0.775688 -1.545523 2.523991
H6 -1.944177 -2.830936 1.450408
H7 -0.507588 -2.432306 3.103561
C3 -1.698401 -1.792765 1.574059

Cartesian forces, eV/Å:
0.20 -0.09 -0.52
-0.21 0.67 0.09
0.45 -0.42 -0.25
-0.26 0.32 0.26
0.02 0.32 -0.28
-0.10 -0.34 -0.34
0.22 -0.79 0.54
-0.41 0.29 -0.13
-1.33 -1.36 -0.18
-0.48 -0.06 -0.51
0.52 0.39 -0.10
1.37 1.06 1.41

Net charge ... 0
ΔE to the lowest compared entry with this formula, charge and spin ... 45.33 kcal/mol
LUMO energy ... 0.785 eV
Max |F| ... 0.0434 hartree/bohr
Gap between HOMO and LUMO ... 11.0 eV
SMILES ... NC=O.C=C

Question: The lowest gap between HOMO and LUMO belongs to which entry?
Answer: C4H10N2P